Density functional theory data (ωB97M-V with the def2-TZVPD basis set) for a gas-phase ion, C28H41N4O2 (charge +1) in a non-equilibrium geometry.

```
! wB97M-V def2-TZVPD RIJCOSX def2/J DEFGRID3
* xyz 1 1
C -5.752 1.018 -4.393
C -5.299 1.498 -3.012
N -3.871 1.822 -2.958
C -3.360 2.228 -1.738
C -2.212 3.040 -1.711
C -1.581 3.343 -0.516
C -2.197 2.940 0.671
C -1.753 3.422 2.033
C -1.332 2.246 2.863
C -1.109 0.954 2.313
C -0.771 -0.126 3.110
C -0.635 0.033 4.505
N -0.357 -1.073 5.314
C -1.194 -1.244 6.510
C -0.611 -2.341 7.397
O -0.332 -3.544 6.665
C 0.558 -3.329 5.562
C -0.015 -2.311 4.588
C -0.709 1.342 5.041
C -1.030 2.422 4.229
C -3.369 2.169 0.682
C -3.903 1.754 -0.528
C -3.158 2.294 -4.136
C -3.687 1.619 -5.398
O -5.111 1.721 -5.466
H -5.550 -0.074 -4.442
H -6.822 1.237 -4.530
H -5.908 2.388 -2.714
H -5.523 0.696 -2.288
H -1.785 3.471 -2.614
H -0.634 3.885 -0.505
H -0.956 4.190 2.029
H -1.252 0.764 1.245
H -0.668 -1.110 2.649
H -1.223 -0.298 7.055
H -2.225 -1.504 6.205
H 0.311 -1.939 7.869
H -1.348 -2.642 8.159
H 1.544 -2.947 5.903
H 0.662 -4.316 5.072
H -0.902 -2.723 4.058
H 0.772 -2.100 3.860
H -0.523 1.508 6.107
H -1.083 3.438 4.633
H -3.823 1.871 1.644
H -4.753 1.088 -0.504
H -3.250 3.397 -4.244
H -2.092 2.042 -4.042
H -3.314 2.160 -6.284
H -3.328 0.565 -5.377
C -1.178 6.342 -0.372
N -2.477 6.619 0.283
C -3.038 7.797 -0.395
C -2.520 6.699 1.774
C -3.373 5.758 2.625
C -3.251 6.062 4.110
C -3.590 4.736 4.843
C -3.967 3.762 3.725
N -3.185 4.250 2.520
H -0.631 5.530 0.136
H -1.357 6.035 -1.415
H -0.510 7.228 -0.434
H -3.996 8.069 0.061
H -2.365 8.676 -0.320
H -3.171 7.583 -1.467
H -1.478 6.690 2.156
H -2.981 7.694 1.964
H -4.426 5.834 2.302
H -2.224 6.391 4.385
H -3.914 6.901 4.386
H -2.685 4.413 5.379
H -4.386 4.859 5.591
H -3.872 2.675 3.956
H -5.033 3.990 3.426
H -3.808 4.038 1.721
*
```

Computed properties:
energy = -1460.72034 a.u.
relative energy (zero: lowest compared OMol25 entry of this formula, charge and spin) = 0.151 eV
orbital gap = 0.29939 Ha
HOMO energy = -10.36 eV

***

Density functional theory data (ωB97M-V with the def2-TZVPD basis set) for a molecular structure, C17H27BFeIN3P2Se.

```
! wB97M-V def2-TZVPD RIJCOSX def2/J DEFGRID3
* xyz 0 1
Fe 0.267 -0.214 -0.206
C 0.770 0.487 -3.595
P -0.486 0.396 -2.282
C -1.387 1.953 -2.529
C -1.614 -0.902 -2.944
C -2.242 -1.722 -1.822
P -0.939 -2.152 -0.616
C -1.883 -3.057 0.654
C -0.024 -3.490 -1.453
H 0.296 0.625 -4.568
H 1.368 -0.424 -3.600
H 1.451 1.315 -3.401
H -1.672 2.051 -3.578
H -0.727 2.781 -2.265
H -2.270 1.982 -1.894
H -0.985 -1.543 -3.567
H -2.368 -0.461 -3.599
H -2.717 -2.630 -2.201
H -2.991 -1.138 -1.281
H -2.515 -3.809 0.180
H -2.499 -2.358 1.219
H -1.208 -3.558 1.346
H -0.696 -4.269 -1.818
H 0.689 -3.932 -0.755
H 0.550 -3.083 -2.286
I 1.645 2.260 1.414
C 1.608 0.398 2.334
C 2.160 0.241 3.598
C 2.179 -1.025 4.149
C 1.669 -2.086 3.412
C 1.133 -1.826 2.168
N 1.075 -0.596 1.643
H 2.565 1.096 4.119
H 2.602 -1.184 5.132
H 1.690 -3.099 3.787
H 0.746 -2.621 1.555
Se -1.923 0.523 0.852
C -1.829 2.254 1.659
C -2.043 2.382 3.029
C -1.993 3.641 3.610
N -1.753 4.764 2.937
C -1.567 4.637 1.625
C -1.597 3.427 0.949
H -2.235 1.508 3.637
H -2.150 3.750 4.678
H -1.380 5.556 1.080
H -1.434 3.407 -0.120
B 4.613 0.004 -1.929
C 3.163 -0.150 -1.336
N 2.085 -0.231 -0.925
H 4.475 0.352 -3.085
H 5.158 -1.074 -1.843
H 5.173 0.848 -1.265
*
```

Computed properties:
energy = -5498.66496 a.u.
orbital gap (spin up / spin down) = 0.27992 / 0.28222 Ha
HOMO energy (spin up / spin down) = -7.65 / -7.71 eV